Record 1
# C29H41ClNO2SeZr

A structure of composition C29H41ClNO2SeZr in a non-equilibrium geometry (wB97M-V/def2-TZVPD, the OMol25 dataset).

Its energy above the lowest of the compared OMol25 structures with the same formula, charge and spin is 0.9119 eV. The value obtained for the gap between HOMO and LUMO is 7.23 eV. Its max |F| is 0.06336 hartree/bohr. The calculation puts the HOMO energy at -0.4178 Eh. The LUMO energy is -4.133 eV.

```
! wB97M-V def2-TZVPD RIJCOSX def2/J DEFGRID3
* xyz 1 1
Zr -1.82704 1.75942 2.24058
C 4.23356 1.91953 -3.04807
C 2.75982 2.18896 -3.40646
C 2.66094 3.58167 -4.11293
C 2.28719 1.11147 -4.42057
C 1.93981 2.24823 -2.13779
C 0.79453 1.57945 -1.97896
C 0.13687 1.70196 -0.77324
Se -1.60914 0.89685 -0.64111
C -1.54484 -0.99203 0.06263
C -1.19993 -1.95305 -0.89696
C -1.33649 -3.25905 -0.49958
C -2.02332 -3.47261 0.72510
C -2.33348 -2.53590 1.73418
C -2.01891 -1.21238 1.34128
O -2.20212 -0.12530 2.12256
C -3.06106 -2.95958 2.98801
C -4.49215 -2.48361 2.90025
C -2.37629 -2.39401 4.28055
C -3.10455 -4.51126 3.03624
C -0.95064 -4.46099 -1.35551
C 0.18736 -5.21310 -0.66344
C -0.49562 -3.98902 -2.74704
C -2.21807 -5.32548 -1.49438
C 0.58203 2.45446 0.31376
O -0.13177 2.46570 1.51351
C 1.80776 3.18248 0.09724
C 2.37469 3.10428 -1.18522
C 2.51116 4.00014 1.22940
C 1.82473 5.36361 1.42514
C 3.98550 4.23144 0.82477
C 2.57952 3.31373 2.63291
H 4.82219 1.75807 -3.89220
H 4.18261 1.01189 -2.46438
H 4.61122 2.70520 -2.36514
H 3.19379 3.54987 -5.09224
H 3.08458 4.37596 -3.53661
H 1.62900 3.71641 -4.39510
H 2.87065 1.13436 -5.33365
H 1.25680 1.15389 -4.76274
H 2.37599 0.09557 -3.88313
H 0.51317 0.94260 -2.80375
H -0.77966 -1.66915 -1.85981
H -2.26900 -4.50114 0.92762
H -4.59277 -1.47307 2.83378
H -4.96972 -2.83828 3.73666
H -4.90129 -2.86526 1.94175
H -2.24839 -1.30685 4.13535
H -1.41222 -2.81094 4.47587
H -3.00968 -2.50867 5.13358
H -3.52523 -4.88347 2.12127
H -3.66750 -4.86573 3.90041
H -2.07749 -4.85045 3.22358
H 1.12946 -4.59816 -0.71913
H 0.38576 -6.19479 -1.22260
H 0.01426 -5.43035 0.40200
H 0.28212 -3.22112 -2.71093
H -1.32941 -3.62584 -3.35452
H -0.02505 -4.82416 -3.25814
H -2.56593 -5.69079 -0.52686
H -2.09242 -6.14786 -2.15294
H -3.05785 -4.73620 -1.85446
H 3.27583 3.70538 -1.33788
H 1.80144 5.95137 0.50168
H 2.43294 5.91614 2.18473
H 0.82269 5.15870 1.78978
H 4.13913 5.03783 0.13808
H 4.42095 3.34062 0.39466
H 4.45823 4.57146 1.75161
H 1.59945 3.09831 3.04143
H 3.11249 4.03771 3.17062
H 3.13651 2.40001 2.59360
Cl -2.14587 2.49016 4.44664
N -4.26748 4.23097 1.48404
C -3.39379 3.52320 1.74169
H -4.96056 4.92062 1.34896
*
```

---

Record 2
# C29H41F5HgN4S3SbSi3

A structure of composition C29H41F5HgN4S3SbSi3 in a non-equilibrium geometry (wB97M-V/def2-TZVPD, the OMol25 dataset).

Its energy above the lowest of the compared OMol25 structures with the same formula, charge and spin is 1.6646 eV. The value obtained for the gap between HOMO and LUMO (spin up / spin down) is 2.73 / 6.18 eV. Its max |F| is 0.02039 hartree/bohr. The calculation puts the HOMO energy (spin up / spin down) at 0.0454 / -0.0815 Eh. The LUMO energy (spin up / spin down) is 3.968 / 3.966 eV.

```
! wB97M-V def2-TZVPD RIJCOSX def2/J DEFGRID3
* xyz -2 2
Hg -0.79085 1.66649 -0.59419
C -4.78951 3.64689 -2.38519
C -4.94060 4.75011 -1.50925
C -3.98085 4.98915 -0.56180
C -2.83801 4.15360 -0.46399
N -2.71197 3.07889 -1.32693
C -3.65955 2.85956 -2.22311
C -1.79791 4.35474 0.51447
C -1.67246 5.54850 1.27086
C -0.67522 5.70316 2.21403
C 0.25694 4.68869 2.43382
C 0.17306 3.52106 1.66995
C -0.83716 3.34437 0.74342
H -5.53203 3.41796 -3.13911
H -5.81536 5.38869 -1.58049
H -4.11800 5.80984 0.13066
H -3.50753 1.99207 -2.86312
H -2.34629 6.37689 1.08705
H -0.61491 6.62698 2.78193
H 1.04913 4.80539 3.16632
H 0.91643 2.74345 1.82379
F -3.28930 -3.65499 -5.42389
C -3.13169 -2.91720 -4.32030
C -1.87766 -2.51646 -3.90400
F -0.80608 -2.90185 -4.60691
C -1.73143 -1.74483 -2.77228
F -0.50018 -1.41413 -2.40455
C -2.82162 -1.31923 -1.99620
S -2.68731 -0.34565 -0.57089
C -4.07231 -1.76400 -2.44344
F -5.16844 -1.45423 -1.74527
C -4.23313 -2.54378 -3.56777
F -5.44628 -2.96461 -3.94492
C 4.10474 1.83317 0.92652
Si 3.47316 0.19219 1.63576
C 5.01441 -0.87287 1.99817
C 2.73188 0.53064 3.34601
Sb 1.67981 -0.64364 -0.04007
Si 1.33008 -2.98566 0.98334
C 0.24318 -2.84644 2.52925
C 0.42848 -4.16604 -0.19856
C 2.88930 -3.92925 1.54913
Si 3.35445 -1.26202 -1.93121
C 4.97327 -2.10802 -1.36813
C 2.59822 -2.49177 -3.15836
C 3.90570 0.26624 -2.88213
H 4.48532 2.49453 1.70848
H 3.29868 2.35894 0.40856
H 4.90376 1.67034 0.19895
H 5.67297 -0.35085 2.69779
H 5.58524 -1.08530 1.09340
H 4.73988 -1.82942 2.44750
H 3.33716 1.25653 3.89486
H 2.67218 -0.38217 3.94450
H 1.72268 0.93178 3.26640
H -0.79891 -2.67825 2.25271
H 0.54304 -2.00138 3.15394
H 0.29564 -3.75718 3.13297
H -0.51968 -3.73116 -0.52440
H 0.20968 -5.11898 0.29021
H 1.02241 -4.36945 -1.09290
H 3.26184 -3.52852 2.49438
H 3.69927 -3.86562 0.82020
H 2.65721 -4.98701 1.70115
H 4.79908 -2.88415 -0.62025
H 5.67124 -1.38341 -0.94489
H 5.45942 -2.57431 -2.22953
H 2.47164 -3.47865 -2.70616
H 3.24421 -2.59948 -4.03314
H 1.62000 -2.15740 -3.50587
H 4.49751 0.93410 -2.25291
H 3.04718 0.83889 -3.22905
H 4.50339 -0.00593 -3.75680
S 1.43121 2.83818 -1.98377
C 1.29997 2.79740 -3.63088
N 1.24533 2.78590 -4.79436
C -4.38703 -1.74937 2.32367
N -3.01959 -1.29090 2.47386
C -2.64610 -0.51573 3.50616
N -3.52812 -0.42348 4.55685
S -1.20725 0.30910 3.54794
H -4.50596 -2.13335 1.31323
H -5.10627 -0.93910 2.47421
H -4.60740 -2.55405 3.03306
H -2.54775 -1.08983 1.58307
H -4.13355 -1.20796 4.74477
H -3.11811 0.01466 5.36370
*
```

---

Record 3
# C29H41GaN6O2S

A structure of composition C29H41GaN6O2S (wB97M-V/def2-TZVPD, the OMol25 dataset).

The value obtained for the gap between HOMO and LUMO is 9.05 eV. Its max |F| is 0.00459 hartree/bohr. The calculation puts the HOMO energy at -0.5269 Eh. The LUMO energy is -5.286 eV.

```
! wB97M-V def2-TZVPD RIJCOSX def2/J DEFGRID3
* xyz 2 1
Ga 0.18782 0.95454 -0.69945
C -1.11323 -0.21976 1.66785
N -1.26294 -0.45608 0.22042
C -2.61220 -0.13435 -0.25485
C -2.83323 1.35316 -0.26646
C -4.10593 1.90003 -0.27691
C -4.23977 3.26969 -0.42059
C -3.09592 4.04320 -0.55997
C -1.86371 3.42222 -0.52027
N -1.73119 2.09821 -0.34527
C -0.92346 -1.85933 -0.09874
C -0.22549 -1.97985 -1.42245
C -0.45249 -3.04152 -2.27690
C 0.33144 -3.15925 -3.41401
C 1.32289 -2.21927 -3.63999
C 1.46034 -1.17029 -2.75024
N 0.69097 -1.03478 -1.66467
C 0.35559 -0.31217 1.99343
C 0.85854 -0.80907 3.18250
C 2.23406 -0.88085 3.33988
C 3.05996 -0.45802 2.30653
C 2.48082 0.03850 1.15596
N 1.15367 0.10471 1.00837
H -1.70138 -0.93216 2.25404
H -1.47979 0.78519 1.89047
H -3.37202 -0.63950 0.35093
H -2.69802 -0.50564 -1.27984
H -4.97045 1.25652 -0.19438
H -5.22001 3.72503 -0.43758
H -3.15173 5.11221 -0.70058
H -0.94104 3.97774 -0.63209
H -1.81119 -2.49324 -0.04532
H -0.22801 -2.21765 0.66377
H -1.21795 -3.76907 -2.04444
H 0.17594 -3.97579 -4.10526
H 1.97551 -2.28356 -4.49704
H 2.20740 -0.40327 -2.90059
H 0.18583 -1.14955 3.95710
H 2.65810 -1.27898 4.25116
H 4.13546 -0.51627 2.38612
H 3.07614 0.39659 0.32554
C 0.39213 2.08600 -4.44219
C 0.27803 1.61916 -3.03808
O 1.28022 1.66576 -2.24566
O -0.78174 1.13073 -2.56139
H 0.85545 1.28881 -5.02730
H 1.04120 2.95640 -4.49765
H -0.58789 2.29735 -4.85929
C -1.47848 5.98521 2.51733
C -2.06246 5.00567 3.52966
C -1.00459 4.29338 4.37992
C -0.54523 2.95168 3.81887
N -0.07516 3.00718 2.43045
C 1.15220 3.01113 1.91956
S 1.38525 2.97867 0.19717
N 2.25267 3.01636 2.66506
C 2.47086 3.55644 4.01546
C 3.72562 4.42017 4.02783
C 3.71322 5.55019 3.00028
C 2.52422 6.48880 3.15064
H -2.25584 6.41827 1.88895
H -0.73074 5.53152 1.86297
H -0.98691 6.81305 3.03020
H -2.70034 4.26425 3.03221
H -2.72761 5.55860 4.19391
H -1.39479 4.08875 5.37853
H -0.15036 4.96091 4.51508
H -1.39207 2.25865 3.80957
H 0.22807 2.49223 4.43344
H -0.79599 3.15363 1.73965
H 3.08952 2.95294 2.10015
H 2.56032 2.73429 4.72836
H 1.60875 4.15824 4.28966
H 4.60996 3.79095 3.89659
H 3.80193 4.84219 5.03308
H 3.72908 5.14687 1.98260
H 4.64345 6.10970 3.10612
H 1.57560 5.98395 2.94775
H 2.59292 7.32205 2.45396
H 2.47119 6.90459 4.15804
*
```

---

What is the max |F| in the first record? 0.06336 hartree/bohr